# 1
DFT (ωB97M-V/def2-TZVPD) results for CHClS3 as an isolated structure at a distorted geometry.

Values from the calculation:
LUMO energy (alpha / beta) = -2.0 / -1.9 eV
F_max = 2.86 eV Å⁻¹
Net charge = 0
Multiplicity = 1
Orbital gap (alpha / beta) = 5.80 / 5.85 eV

```
6
Properties=species:S:1:pos:R:3:forces:R:3:mulliken_charge:R:1
C 0.4973 -0.5279 -0.7750 -0.1 2.8 -0.7 0.40
S 0.6504 0.9049 -1.3937 0.1 -2.2 0.2 0.00
S 0.1577 -1.4741 0.4987 -0.6 -1.5 1.1 -0.07
S -1.2256 1.2225 1.2681 -0.3 -0.5 0.5 -0.36
Cl -0.3011 2.7109 0.3199 0.4 0.0 -0.5 -0.13
H 0.2212 -2.8363 0.0819 0.4 1.4 -0.5 0.15
```
Positions in Å, forces in eV/Å.

=====

# 2
DFT (ωB97M-V/def2-TZVPD) results for a 5-piece molecular cluster, C34H68INO15P overall at a distorted geometry.

Values from the calculation:
LUMO energy = -4.2 eV
F_max = 1.09 eV Å⁻¹
Net charge = +1
Multiplicity = 1
Orbital gap = 6.10 eV

```
120
Properties=species:S:1:pos:R:3:forces:R:3:mulliken_charge:R:1
N -4.1033 4.0284 -6.4911 -0.6 -0.1 0.7 -0.52
C -3.9253 5.0899 -5.6149 -0.5 -0.1 -0.4 0.51
O -2.9279 5.7448 -5.5782 1.0 0.2 0.3 -0.51
C -5.0910 5.4346 -4.6854 0.0 0.0 0.1 -0.80
C -4.5447 5.9798 -3.3474 -0.8 -0.2 0.1 -0.52
P -5.0114 4.9006 -1.9782 0.3 0.4 0.4 0.12
I -6.3685 5.9969 -0.3775 0.2 -0.2 -0.3 0.16
O -3.6430 4.3893 -1.3334 -0.3 0.2 -0.5 -0.05
C -3.6830 3.0725 -0.8069 0.7 -0.6 0.4 0.26
O -4.7403 2.5824 -0.5809 -0.8 0.0 0.1 -0.56
C -2.3657 2.4822 -0.6155 0.3 0.4 -0.2 0.76
C -1.2425 2.9968 -1.2775 -0.2 -0.2 0.4 -0.43
C 0.0033 2.4258 -1.0659 -0.5 0.4 -0.2 -0.83
C 0.1214 1.3588 -0.1944 -0.1 -0.1 0.0 -0.62
C -0.9990 0.8470 0.4528 -0.3 -0.1 0.2 -0.66
C -2.2569 1.3930 0.2472 0.5 0.1 -0.3 -0.70
H -5.0411 3.6559 -6.4466 0.1 -0.3 -0.1 0.27
H -3.4187 3.2928 -6.3719 0.3 0.2 -0.5 0.25
H -5.7217 4.5572 -4.5677 -0.1 -0.1 0.2 0.42
H -5.7341 6.1973 -5.1106 0.1 0.1 -0.4 0.36
H -4.9944 6.9418 -3.1249 0.1 0.2 0.0 0.53
H -3.4646 6.0971 -3.3676 0.2 0.0 0.0 0.40
H -5.7079 3.7831 -2.4333 0.0 0.0 0.0 0.17
H -1.3627 3.8297 -1.9482 0.1 0.2 -0.1 0.61
H 0.8483 2.8453 -1.5833 0.3 -0.1 0.0 0.53
H 1.0943 0.9269 -0.0308 0.1 -0.1 0.1 0.52
H -0.9276 0.0183 1.1403 0.2 -0.1 0.0 0.63
H -3.1306 0.9964 0.7367 -0.1 -0.1 0.1 0.65
C -1.4271 -1.5546 -6.1362 0.1 0.0 -0.1 -0.76
O -0.0349 -1.6113 -5.9358 -0.1 0.0 0.3 -0.28
C 0.5729 -0.3508 -5.7236 0.0 -0.1 -0.2 -0.51
C 1.6688 -0.4147 -4.6819 0.2 0.0 0.0 -0.31
O 1.2227 -0.5766 -3.3425 -0.1 0.0 0.0 -0.37
C 0.6667 -1.8298 -2.9608 -0.1 0.1 0.1 -0.26
C 1.6497 -2.9796 -2.9167 -0.1 -0.2 -0.1 -0.54
O 2.0075 -3.4078 -4.2158 0.1 0.4 -0.1 -0.32
C 3.3603 -3.8072 -4.3273 -0.1 -0.1 0.0 -0.83
H -1.6706 -1.1716 -7.1339 -0.1 0.0 0.0 0.32
H -1.8142 -2.5679 -6.0441 0.0 0.0 -0.1 0.25
H -1.9129 -0.9293 -5.3764 0.0 0.0 0.0 0.30
H -0.1726 0.3918 -5.4127 0.0 0.0 0.0 0.25
H 1.0176 -0.0181 -6.6707 0.0 0.2 0.0 0.42
H 2.1723 0.5556 -4.6901 0.0 0.0 0.0 0.42
H 2.4186 -1.1620 -4.9433 -0.1 -0.1 -0.1 0.07
H -0.2080 -2.0772 -3.5650 0.1 -0.1 -0.2 0.13
H 0.3059 -1.6696 -1.9404 0.1 0.0 0.0 0.32
H 1.1690 -3.8203 -2.3978 0.0 0.1 0.2 0.43
H 2.5340 -2.6778 -2.3441 0.0 0.0 0.0 0.27
H 4.0332 -3.0765 -3.8672 0.0 0.0 0.1 0.32
H 3.5962 -3.8770 -5.3884 -0.1 -0.1 0.0 0.35
H 3.5191 -4.7835 -3.8596 0.1 0.0 0.0 0.35
C 0.0872 3.4041 6.5932 -0.1 0.1 0.1 -0.73
O -0.6220 4.4205 5.9166 0.1 -0.2 -0.3 -0.30
C 0.2012 5.4563 5.4081 -0.1 0.0 0.2 -0.53
C -0.2768 5.9354 4.0558 0.0 0.1 0.0 -0.33
O -0.0515 5.0297 2.9844 0.0 0.0 -0.1 -0.50
C -0.8239 3.8451 2.9166 0.2 -0.1 0.0 -0.11
C -2.2784 4.0469 2.5546 -0.2 -0.2 0.2 -0.31
O -3.0370 4.5890 3.6197 0.3 0.4 0.0 -0.34
C -4.0274 5.4914 3.1974 -0.1 -0.2 0.1 -0.67
H 0.4218 3.7427 7.5789 0.1 0.0 0.0 0.33
H -0.5905 2.5611 6.7216 0.0 0.0 0.0 0.16
H 0.9522 3.0673 6.0114 0.0 0.0 0.0 0.37
H 1.2407 5.1222 5.3232 0.0 0.0 0.0 0.34
H 0.1663 6.3023 6.1064 0.1 0.1 -0.1 0.42
H 0.3143 6.8179 3.8016 0.0 0.0 0.0 0.41
H -1.3209 6.2515 4.0975 -0.1 -0.1 0.1 0.09
H -0.7237 3.2482 3.8248 -0.2 0.1 0.1 0.14
H -0.3742 3.2694 2.1023 0.0 0.0 0.0 0.16
H -2.7047 3.0664 2.3061 0.0 0.0 -0.2 0.33
H -2.3373 4.6905 1.6660 0.0 0.0 0.0 0.22
H -3.6252 6.2302 2.4925 0.0 0.0 0.0 0.32
H -4.3966 6.0193 4.0749 0.0 -0.1 0.0 0.30
H -4.8638 4.9542 2.7275 0.0 0.1 -0.1 0.25
C -2.1838 -3.6581 6.9558 -0.1 0.1 0.0 -0.80
O -2.9375 -2.6918 6.2539 0.1 -0.1 -0.3 -0.29
C -2.1895 -1.5635 5.8445 -0.1 0.0 0.2 -0.67
C -2.6059 -1.0809 4.4722 0.0 0.1 -0.1 -0.04
O -2.2058 -1.9118 3.3903 0.0 0.1 -0.1 -0.41
C -2.8408 -3.1742 3.2274 0.1 -0.1 0.0 -0.33
C -4.2885 -3.1152 2.7922 -0.1 -0.2 0.2 -0.54
O -5.1386 -2.7020 3.8466 0.2 0.3 0.0 -0.28
C -6.2097 -1.8848 3.4335 0.0 -0.2 0.1 -0.66
H -1.9629 -3.3245 7.9750 0.1 0.0 0.0 0.33
H -2.7805 -4.5672 7.0036 0.0 0.0 0.0 0.24
H -1.2469 -3.8861 6.4360 0.0 0.0 0.0 0.36
H -1.1171 -1.7885 5.8348 0.0 0.0 0.0 0.35
H -2.3657 -0.7511 6.5625 0.1 0.1 0.0 0.36
H -2.0886 -0.1325 4.2991 0.0 0.0 0.0 0.22
H -3.6763 -0.8705 4.4367 -0.1 -0.2 0.1 0.16
H -2.7192 -3.7956 4.1151 -0.2 0.1 0.1 0.12
H -2.2845 -3.6580 2.4209 0.0 0.0 0.0 0.41
H -4.5924 -4.1228 2.4800 0.1 0.0 -0.2 0.40
H -4.3787 -2.4433 1.9302 0.0 0.0 0.0 0.29
H -5.8662 -1.0814 2.7704 0.0 0.0 0.0 0.23
H -6.6425 -1.4346 4.3253 0.0 -0.1 0.0 0.24
H -6.9811 -2.4706 2.9213 0.0 0.1 -0.1 0.32
C 8.5527 -2.5225 0.3801 0.0 -0.1 0.1 -0.79
O 8.0181 -3.8102 0.1688 -0.1 0.1 -0.3 -0.29
C 6.6136 -3.8855 0.3258 0.1 -0.1 0.1 -0.59
C 5.9787 -4.8061 -0.6939 -0.1 -0.1 0.0 -0.37
O 5.9407 -4.3032 -2.0211 0.0 0.0 0.0 -0.32
C 7.1576 -4.2067 -2.7497 0.0 0.1 0.0 -0.32
C 7.7801 -5.5286 -3.1423 0.3 0.0 0.1 -0.64
O 8.3718 -6.1799 -2.0332 -0.3 0.0 0.1 -0.28
C 8.2357 -7.5843 -2.0554 0.1 0.1 0.0 -0.79
H 8.5701 -2.2697 1.4459 0.0 0.1 0.0 0.32
H 9.5735 -2.5252 0.0018 0.0 0.0 0.0 0.24
H 7.9840 -1.7609 -0.1654 0.0 0.0 0.0 0.35
H 6.1591 -2.8915 0.2422 0.0 0.0 0.0 0.34
H 6.3983 -4.2808 1.3276 -0.2 0.1 0.0 0.39
H 4.9285 -4.9178 -0.4108 0.0 0.0 0.0 0.41
H 6.4245 -5.8012 -0.6583 0.2 0.1 0.0 0.12
H 7.8771 -3.5665 -2.2373 0.1 -0.1 0.1 0.13
H 6.8808 -3.6972 -3.6767 0.0 0.0 0.0 0.42
H 8.5654 -5.3293 -3.8835 -0.1 0.0 -0.1 0.40
H 7.0164 -6.1617 -3.6080 0.0 0.0 0.0 0.34
H 7.2045 -7.8822 -2.2757 0.0 0.0 0.0 0.36
H 8.4982 -7.9551 -1.0660 0.1 0.0 0.0 0.24
H 8.9077 -8.0355 -2.7935 -0.1 -0.1 0.0 0.32
```
Positions in Å, forces in eV/Å.

=====

Q: multiplicity of number 1 (CHClS3)?
A: 1